[1]
DFT (ωB97M-V with the def2-TZVPD basis set) results for a structure of composition C15H11IrNO6 at a distorted geometry.

ΔE to the lowest compared entry with this formula, charge and spin in eV: 1.258
Strongest force on any atom in hartree/bohr: 0.0684
⟨S²⟩: 1.05
HOMO (alpha / beta) in Ha: -0.5808 / -0.5900
Net charge: +2
HOMO-LUMO gap (alpha / beta) in eV: 6.856 / 6.257
E_tot in eV: -32329.578
Spin multiplicity: 2

Each line ends with the Mulliken spin population.
CARTESIAN COORDINATES (ANGSTROEM)
Ir (-0.51372, -0.40112, -0.22995)  0.0436
O (0.86979, -1.16129, -4.08534)  0.0045
C (0.24289, -1.01811, -2.96647)  0.0199
O (0.76331, -0.58532, -1.92745)  0.0187
C (-1.17916, -1.38080, -2.93041)  -0.0024
C (-1.96435, -1.88435, -3.93699)  0.0016
C (-3.31477, -2.14203, -3.65114)  0.0094
C (-3.82390, -1.87841, -2.38922)  -0.0031
C (-2.95594, -1.36687, -1.43412)  0.0254
N (-1.68148, -1.14235, -1.70783)  -0.0149
C (-3.28413, -0.98669, -0.03423)  -0.0167
O (-4.38148, -1.00152, 0.40941)  -0.0274
O (-2.15207, -0.61449, 0.62309)  -0.0626
H (1.80562, -0.89760, -4.03424)  -0.0002
H (-1.54521, -2.06184, -4.91788)  0.0005
H (-3.95861, -2.54629, -4.42072)  -0.0001
H (-4.85957, -2.05053, -2.12899)  -0.0001
C (0.90653, 3.60375, 1.14493)  -0.0004
C (0.83045, 2.11472, 1.10513)  0.0083
O (0.08661, 1.60201, 0.25765)  0.0634
C (1.60705, 1.29858, 2.04166)  0.0662
C (2.44289, 1.88231, 2.96462)  0.0556
C (3.19513, 1.10989, 3.86655)  0.2368
C (3.13047, -0.28499, 3.83251)  -0.0535
C (2.31960, -0.90152, 2.91648)  0.1782
C (1.53239, -0.13590, 1.99956)  0.1518
O (0.80763, -0.81506, 1.18624)  0.2838
H (0.26086, 4.01203, 0.37323)  0.0001
H (1.93030, 3.94229, 0.97543)  -0.0002
H (0.58041, 3.97731, 2.11769)  0.0013
H (2.53247, 2.95834, 3.01255)  0.0113
H (3.82565, 1.60822, 4.59036)  0.0003
H (3.71448, -0.87432, 4.52617)  0.0044
H (2.22990, -1.97804, 2.85171)  -0.0036

=====

[2]
DFT (ωB97M-V with the def2-TZVPD basis set) results for a structure of composition C23H36AgBrN6O.

Strongest force on any atom in hartree/bohr: 0.0089
HOMO in Ha: -0.2404
HOMO-LUMO gap in eV: 7.036
E_tot in eV: -109465.072
Spin multiplicity: 1

Each line ends with the Löwdin charge.
CARTESIAN COORDINATES (ANGSTROEM)
Ag (-2.04112, 0.87972, -1.96131)  0.5756
C (3.20552, 0.74302, 4.02044)  -0.0520
C (2.47883, 2.01104, 3.54906)  -0.5637
C (1.47002, 2.40470, 4.62970)  -0.0738
C (3.49466, 3.15505, 3.40084)  -0.0484
C (1.80668, 1.76605, 2.20166)  -0.1957
C (0.45670, 1.97108, 1.97856)  -0.1114
C (-0.05391, 1.77701, 0.71116)  -0.5400
Br (-1.95259, 2.09917, 0.47903)  0.7212
C (0.68220, 1.40785, -0.44568)  -0.4423
O (0.14549, 1.32698, -1.60682)  -0.2318
C (2.07086, 1.14342, -0.17541)  -0.0859
C (2.56236, 1.34964, 1.10289)  -0.0108
C (3.08662, 0.67534, -1.23754)  -0.5333
C (3.84416, -0.55170, -0.70239)  -0.0590
C (2.50728, 0.26415, -2.59853)  -0.0720
C (4.08568, 1.81689, -1.48948)  -0.0486
H (3.67495, 0.91338, 4.99276)  0.0810
H (3.98395, 0.43990, 3.31942)  0.0735
H (2.49825, -0.08297, 4.12017)  0.0868
H (1.99373, 2.56284, 5.57446)  0.0819
H (0.72849, 1.61770, 4.78317)  0.0846
H (0.95315, 3.33160, 4.37426)  0.0841
H (3.97156, 3.37631, 4.35974)  0.0812
H (2.99384, 4.05833, 3.04750)  0.0895
H (4.27483, 2.89943, 2.68260)  0.0763
H (-0.21094, 2.28458, 2.76989)  0.0867
H (3.62064, 1.17425, 1.26214)  0.0957
H (3.14485, -1.36652, -0.50457)  0.0887
H (4.38747, -0.33719, 0.21863)  0.0673
H (4.56981, -0.89362, -1.44456)  0.0804
H (1.76046, -0.52194, -2.49400)  0.0826
H (3.32475, -0.11291, -3.22180)  0.0781
H (2.03937, 1.10401, -3.10323)  0.0720
H (4.61571, 2.09492, -0.57659)  0.0750
H (3.55607, 2.69715, -1.85837)  0.0895
H (4.82506, 1.51808, -2.23778)  0.0810
C (-4.10460, -2.50364, 2.90644)  -0.0747
C (-3.78707, -3.87842, 2.32124)  -0.4090
C (-4.94523, -4.39654, 1.47069)  -0.0792
C (-2.46190, -3.86540, 1.53606)  -0.1096
N (-2.48666, -2.98807, 0.38032)  -0.1020
C (-2.21416, -1.68000, 0.28151)  -0.1387
N (-2.44090, -1.31058, -0.95450)  -0.0200
N (-2.85522, -2.41117, -1.61134)  -0.0191
N (-2.89022, -3.41904, -0.82474)  0.0639
H (-5.00754, -2.55128, 3.51498)  0.0811
H (-4.28108, -1.77196, 2.11597)  0.0749
H (-3.29036, -2.14283, 3.53891)  0.0812
H (-3.62633, -4.57590, 3.14801)  0.1347
H (-5.17701, -3.70532, 0.65999)  0.0736
H (-5.83926, -4.50633, 2.08515)  0.0794
H (-4.70992, -5.36522, 1.02768)  0.0791
H (-2.23816, -4.86345, 1.16301)  0.1271
H (-1.64974, -3.53875, 2.18439)  0.1301
H (-1.85165, -1.04735, 1.07518)  0.1238
C (-1.63788, 2.64927, -5.00696)  -0.0061
C (-1.88358, 1.18588, -5.11497)  -0.3954
N (-2.38321, 0.41724, -4.17070)  0.0074
C (-2.45312, -0.85958, -4.68424)  -0.1387
C (-2.00031, -0.85510, -5.96400)  -0.0900
N (-1.64634, 0.45076, -6.22545)  0.0953
H (-1.60692, 2.92090, -3.95392)  0.0641
H (-2.43491, 3.21534, -5.49243)  0.0829
H (-0.68764, 2.92580, -5.46376)  0.0838
H (-2.82011, -1.67931, -4.08997)  0.0734
H (-1.90098, -1.63856, -6.69383)  0.1067
H (-1.24343, 0.79187, -7.07873)  0.1559

=====

[3]
DFT (ωB97M-V with the def2-TZVPD basis set) results for a cluster of 2 separate species, C4H10O in total.

ΔE to the lowest compared entry with this formula, charge and spin in eV: 3.992
Strongest force on any atom in hartree/bohr: 0.0174
HOMO (alpha / beta) in Ha: -0.2669 / -0.2556
HOMO-LUMO gap (alpha / beta) in eV: 8.297 / 7.869
E_tot in eV: -6353.811
Spin multiplicity: 1

Each line ends with the Löwdin charge.
CARTESIAN COORDINATES (ANGSTROEM)
C (1.93868, -0.18137, -0.58833)  -0.0795
O (1.20365, -0.07707, 0.50651)  -0.1137
C (0.18571, 0.69223, 0.66356)  -0.2531
C (-0.95162, -0.78408, -1.40449)  -0.0534
C (-0.68728, 0.52725, 1.85118)  -0.0628
H (0.14257, -0.75040, -1.24229)  -0.0205
H (2.77958, -0.84839, -0.50254)  0.0606
H (1.90225, 0.63939, -1.29778)  0.0763
H (-0.00364, 1.43836, -0.10378)  0.1231
H (-1.47904, -1.22799, -0.55451)  0.0326
H (-1.08209, -1.41284, -2.28403)  0.0243
H (-1.36718, 0.20793, -1.60392)  0.0315
H (-1.73561, 0.37819, 1.55180)  0.0757
H (-0.65936, 1.41401, 2.49631)  0.0732
H (-0.37511, -0.34328, 2.43425)  0.0858

=====

[4]
DFT (ωB97M-V with the def2-TZVPD basis set) results for a cluster of 3 separate species, C4H13NO2 in total at a distorted geometry.

ΔE to the lowest compared entry with this formula, charge and spin in eV: 1.523
Strongest force on any atom in hartree/bohr: 0.0236
HOMO in Ha: -0.3324
HOMO-LUMO gap in eV: 9.713
E_tot in eV: -9942.673
Spin multiplicity: 1

Each line ends with the Löwdin charge.
CARTESIAN COORDINATES (ANGSTROEM)
C (-1.25667, -2.99944, -0.13230)  -0.1039
C (-0.72477, -1.79613, 0.61814)  -0.1717
C (0.54181, -1.41075, 0.45685)  -0.1356
C (1.05742, -0.01331, 0.56271)  -0.2893
N (0.40157, 0.76316, 1.63128)  -0.0081
H (-0.47804, -3.76955, -0.06003)  0.0746
H (-2.21070, -3.33059, 0.26019)  0.0631
H (-1.30424, -2.77790, -1.19975)  0.0701
H (-1.36806, -1.27357, 1.31821)  0.0931
H (1.20613, -2.16635, 0.04287)  0.1029
H (2.14930, -0.01148, 0.68407)  0.1035
H (0.88311, 0.48546, -0.39387)  0.0911
H (0.12173, 0.14514, 2.37755)  0.0538
H (1.06646, 1.43843, 1.98198)  0.0585
O (-0.87077, 1.66559, -2.33891)  -0.0630
H (-1.38262, 2.20776, -1.72238)  0.0405
H (-1.27298, 0.79317, -2.36858)  0.0304
O (1.23585, 4.34248, -0.41349)  -0.0611
H (0.69373, 3.65320, -0.01578)  0.0174
H (1.51176, 4.05468, -1.28877)  0.0340

=====

[5]
DFT (ωB97M-V with the def2-TZVPD basis set) results for the ion C4H11NS2 with charge +1 at a distorted geometry.

ΔE to the lowest compared entry with this formula, charge and spin in eV: 2.338
Strongest force on any atom in hartree/bohr: 0.0738
⟨S²⟩: 0.75
HOMO (alpha / beta) in Ha: -0.4739 / -0.4687
Net charge: +1
HOMO-LUMO gap (alpha / beta) in eV: 7.852 / 3.769
E_tot in eV: -27476.445
Spin multiplicity: 2

Each line ends with the Mulliken spin population.
CARTESIAN COORDINATES (ANGSTROEM)
S (0.92153, 0.73647, 3.43829)  0.2830
S (1.49963, -0.52463, 1.94363)  0.5886
C (-0.17396, -1.27256, 1.57211)  -0.0050
C (-1.11116, -1.06171, 0.39468)  0.0037
N (-0.34238, -0.73066, -0.87759)  0.0413
C (-0.41282, 0.59112, -1.55311)  0.0033
C (0.93529, 1.11474, -2.19134)  0.0025
H (0.28025, 1.64567, 2.70452)  0.0197
H (0.05465, -2.35014, 1.50528)  0.0461
H (-0.68744, -0.92215, 2.48492)  0.0096
H (-1.71824, -1.95218, 0.31371)  0.0055
H (-1.74796, -0.18849, 0.64954)  0.0030
H (0.58973, -0.85693, -0.40489)  -0.0022
H (-0.74953, 1.32019, -0.87938)  -0.0008
H (-1.23755, 0.62886, -2.26190)  0.0029
H (1.57118, 0.38902, -2.70636)  -0.0005
H (0.77808, 2.02530, -2.77378)  0.0000
H (1.55070, 1.40810, -1.35834)  -0.0008

=====

- Which of these has the highest E_tot?
  C4H10O

=====

- The lowest strongest force on any atom belongs to which entry?
  C23H36AgBrN6O